# 1
{"formula": "C54H40BFeN4O2", "method": "the ωB97M-V functional and the def2-TZVPD basis", "species": ["Fe", "C", "C", "C", "C", "C", "C", "C", "C", "C", "C", "C", "N", "C", "C", "C", "C", "C", "C", "C", "C", "C", "C", "C", "C", "C", "N", "C", "C", "C", "C", "C", "C", "C", "C", "C", "C", "C", "C", "N", "C", "C", "N", "C", "C", "C", "C", "C", "C", "H", "H", "H", "H", "H", "H", "H", "H", "H", "H", "H", "H", "H", "H", "H", "H", "H", "H", "H", "H", "H", "H", "H", "H", "H", "H", "H", "H", "C", "C", "C", "C", "C", "C", "C", "C", "O", "B", "O", "C", "C", "H", "H", "H", "H", "H", "H", "H", "H", "H", "H", "H", "H"], "coordinates": [[0.74327, 1.25443, 0.80478], [2.80864, 2.84570, -6.47634], [2.25389, 1.61862, -6.14281], [1.89562, 1.35161, -4.82787], [2.08562, 2.30477, -3.83213], [2.64048, 3.53477, -4.17716], [3.00120, 3.80367, -5.48936], [1.67024, 2.01045, -2.42943], [0.34013, 2.05939, -2.17980], [-0.68035, 2.65063, -2.99101], [-1.77079, 2.90475, -2.23549], [-1.57179, 2.40442, -0.90916], [-0.27183, 1.72635, -0.88820], [-2.42385, 2.39998, 0.13658], [-2.19321, 1.68531, 1.34473], [-3.21811, 1.27971, 2.21027], [-2.66856, 0.38340, 3.09771], [-1.28425, 0.29782, 2.80331], [-0.33867, -0.42581, 3.52419], [-0.78296, -1.30952, 4.62970], [-0.52432, -2.68004, 4.57691], [-0.92004, -3.52237, 5.60491], [-1.58146, -3.00943, 6.71307], [-1.83638, -1.64731, 6.78413], [-1.43655, -0.80674, 5.75443], [1.06580, -0.28319, 3.33716], [1.64442, 0.45788, 2.32856], [2.99505, 0.47009, 2.59819], [3.98538, 1.04346, 1.74672], [5.37682, 1.05632, 2.26205], [6.38113, 0.27779, 1.68688], [7.67477, 0.28812, 2.19182], [7.98901, 1.07255, 3.29152], [6.99578, 1.84293, 3.88424], [5.70680, 1.83141, 3.37594], [3.72663, 1.45298, 0.44643], [4.71166, 1.78779, -0.52873], [4.05750, 1.96109, -1.71758], [2.67801, 1.79708, -1.46087], [2.46839, 1.49872, -0.13347], [3.26430, -0.25102, 3.76478], [2.04562, -0.73960, 4.22703], [-0.99666, 1.09521, 1.70393], [-3.77146, 3.00456, -0.05319], [-4.68631, 2.42645, -0.92957], [-5.95151, 2.97287, -1.09447], [-6.31966, 4.10348, -0.37844], [-5.41671, 4.68214, 0.50352], [-4.15203, 4.13467, 0.66508], [3.08926, 3.05593, -7.50100], [2.10074, 0.86559, -6.90609], [1.46284, 0.39534, -4.55878], [2.78519, 4.27887, -3.40345], [3.43018, 4.76530, -5.74321], [-0.52085, 2.95121, -4.01466], [-2.66180, 3.42587, -2.54634], [-4.24875, 1.58969, 2.13788], [-3.17228, -0.14834, 3.88765], [-0.00431, -3.07695, 3.71362], [-0.71286, -4.58380, 5.53954], [-1.89144, -3.66611, 7.51679], [-2.34073, -1.23383, 7.64943], [-1.62055, 0.25859, 5.81781], [6.13384, -0.34790, 0.83855], [8.43692, -0.32726, 1.72868], [8.99705, 1.07998, 3.68765], [7.22757, 2.45675, 4.74638], [4.93035, 2.42644, 3.84103], [5.77017, 1.86824, -0.35027], [4.49377, 2.19220, -2.67580], [4.24169, -0.40717, 4.19207], [1.86559, -1.32648, 5.11293], [-4.39223, 1.53653, -1.47344], [-6.65358, 2.51059, -1.77772], [-7.30727, 4.52974, -0.50443], [-5.69777, 5.56308, 1.06748], [-3.44518, 4.57851, 1.35542], [-2.81605, -6.08364, -1.83434], [-3.05439, -4.84026, -2.70178], [-2.83481, -5.20290, -4.17695], [-4.51232, -4.41208, -2.52941], [-2.07630, -3.73595, -2.29429], [-0.70192, -3.96922, -2.39851], [0.25284, -3.01779, -2.04770], [-0.21545, -1.80836, -1.59158], [0.49537, -0.70763, -1.18755], [-0.48342, 0.23673, -0.85791], [-1.77212, -0.28746, -1.01579], [-1.57011, -1.55975, -1.48190], [-2.51955, -2.49850, -1.81784], [-3.51277, -6.87883, -2.11204], [-2.96292, -5.85024, -0.77830], [-1.80191, -6.46608, -1.95396], [-3.53303, -5.98649, -4.48262], [-1.82169, -5.56581, -4.35304], [-2.99377, -4.33174, -4.81539], [-5.16938, -5.22879, -2.83551], [-4.75207, -3.54275, -3.14451], [-4.74138, -4.17153, -1.48973], [-0.35341, -4.92685, -2.76486], [1.31319, -3.21382, -2.12816], [-3.56693, -2.25926, -1.70756]], "mulliken_spin": [2.187, 0.000, 0.005, -0.007, -0.019, 0.003, 0.003, 0.001, 0.177, 0.028, 0.057, 0.121, 0.049, 0.033, 0.207, -0.086, 0.208, -0.048, 0.167, 0.074, 0.047, -0.004, 0.016, -0.010, 0.037, 0.077, -0.013, 0.075, 0.178, 0.051, 0.036, -0.010, 0.016, -0.003, 0.043, -0.048, 0.192, -0.110, 0.260, -0.022, 0.090, 0.112, 0.003, -0.013, 0.001, 0.002, 0.000, 0.004, 0.000, 0.000, 0.000, -0.002, 0.000, 0.000, 0.003, 0.009, -0.009, 0.022, -0.002, 0.000, 0.002, 0.000, 0.002, 0.002, 0.000, 0.002, 0.000, -0.002, 0.022, -0.012, 0.012, 0.013, 0.002, 0.000, 0.000, 0.000, -0.002, 0.000, 0.000, 0.000, 0.000, 0.000, 0.001, -0.002, 0.009, -0.016, -0.250, 0.016, 0.010, 0.001, 0.000, 0.000, 0.000, 0.000, 0.000, 0.000, 0.000, 0.000, 0.000, 0.000, 0.000, 0.000], "e_homo_ev": [-2.053, -4.132], "lumo_ev": [2.2, 2.0], "total_charge": -1, "spin_multiplicity": 5, "orbital_gap_ev": [4.302, 6.092]}

---

# 2
{"formula": "C54H41AsMoN8O9S2", "method": "the ωB97M-V functional and the def2-TZVPD basis", "species": ["Mo", "N", "C", "S", "N", "N", "C", "C", "C", "C", "C", "C", "C", "O", "H", "H", "H", "H", "H", "H", "H", "N", "C", "N", "C", "C", "C", "C", "C", "C", "S", "H", "H", "H", "H", "H", "H", "O", "C", "O", "As", "C", "C", "C", "C", "C", "C", "C", "C", "C", "C", "C", "C", "C", "C", "C", "C", "C", "C", "H", "H", "H", "H", "H", "H", "H", "H", "H", "H", "H", "H", "H", "H", "H", "N", "C", "C", "C", "C", "C", "C", "C", "C", "C", "C", "C", "C", "C", "H", "H", "H", "H", "H", "H", "H", "H", "H", "H", "O", "C", "O", "C", "C", "C", "C", "C", "C", "N", "O", "O", "N", "O", "O", "H", "H", "H"], "coordinates": [[-1.02398, -0.27193, 0.89228], [1.00505, -1.35803, 4.92975], [0.20031, -0.78304, 3.97620], [-1.04956, -1.82105, 3.27165], [0.43828, 0.42312, 3.62013], [-0.45255, 0.87831, 2.65024], [-0.94338, 2.03654, 2.90496], [-2.14695, 2.55648, 2.30743], [-2.46744, 3.91031, 2.48836], [-3.70426, 4.39813, 2.13696], [-4.66558, 3.51057, 1.64346], [-4.37942, 2.17439, 1.47120], [-3.10440, 1.67305, 1.76524], [-2.84961, 0.39210, 1.53958], [0.60516, -2.13915, 5.42413], [1.51929, -0.70399, 5.50085], [-0.48864, 2.59316, 3.72149], [-1.71590, 4.56840, 2.90811], [-3.93721, 5.44611, 2.26022], [-5.65027, 3.87865, 1.38398], [-5.11361, 1.48998, 1.06689], [-3.64759, -2.27936, 1.67651], [-3.42789, -2.23475, 0.33804], [-2.50026, -1.51658, -0.23680], [-2.59831, -1.61148, -1.64165], [-1.86838, -0.90398, -2.58544], [-2.11626, -1.11908, -3.92845], [-3.06464, -2.04593, -4.35381], [-3.80096, -2.76151, -3.42659], [-3.56493, -2.51606, -2.08219], [-4.40426, -3.20059, -0.72210], [-3.48021, -1.39168, 2.14407], [-4.49462, -2.74353, 1.96254], [-1.08589, -0.22540, -2.29089], [-1.54619, -0.56052, -4.65905], [-3.23546, -2.20307, -5.41002], [-4.55336, -3.47378, -3.73694], [1.71643, -3.27697, -0.23650], [0.42417, -1.72456, 0.26263], [0.86980, -0.87349, 1.17519], [1.02169, -3.50758, 2.46762], [2.95076, -3.65365, 2.40544], [3.70574, -2.70351, 3.07877], [5.09156, -2.74331, 2.99796], [5.71378, -3.73094, 2.25117], [4.95498, -4.67679, 1.57187], [3.57261, -4.63683, 1.63929], [0.53440, -3.23930, 0.57363], [-0.52462, -4.14648, 0.01627], [-0.74702, -4.25805, -1.29579], [-0.13762, -3.47290, -2.38150], [0.71151, -2.45498, -2.24882], [1.32826, -2.05391, -0.94336], [0.35200, -5.20986, 3.07869], [-1.02444, -5.40045, 3.19160], [-1.52410, -6.60031, 3.67258], [-0.65500, -7.61011, 4.06236], [0.71525, -7.41396, 3.97672], [1.22123, -6.21704, 3.49036], [3.21244, -1.92758, 3.65141], [5.68221, -1.99716, 3.51235], [6.79352, -3.75950, 2.18661], [5.44163, -5.43598, 0.97392], [2.98399, -5.35206, 1.07853], [-1.09298, -4.76749, 0.69785], [-1.49756, -4.97586, -1.60924], [-0.49479, -3.70991, -3.37701], [1.02894, -1.90217, -3.12442], [2.16066, -1.36193, -1.06353], [-1.71054, -4.60649, 2.91740], [-2.59383, -6.74355, 3.75164], [-1.04647, -8.54531, 4.44014], [1.39645, -8.19381, 4.29050], [2.29237, -6.07185, 3.43518], [-0.67581, 0.87723, -0.27992], [-0.28101, 1.99548, -1.15818], [-1.51239, 2.53804, -1.86302], [-2.47263, 3.23138, -1.13643], [-3.59410, 3.74392, -1.76681], [-3.76790, 3.57026, -3.13277], [-2.81149, 2.88256, -3.86183], [-1.69071, 2.36566, -3.22945], [0.48218, 2.97706, -0.32068], [1.54629, 2.45801, 0.49043], [2.67582, 3.17892, 0.63866], [2.85737, 4.37007, -0.20585], [1.58766, 5.09869, -0.41992], [0.44818, 4.37870, -0.56595], [-2.32522, 3.40476, -0.07930], [-4.32499, 4.29389, -1.18806], [-4.63668, 3.98295, -3.62849], [-2.92514, 2.75983, -4.93042], [-0.94439, 1.83638, -3.80447], [1.48503, 1.45866, 0.90569], [3.50889, 2.79758, 1.21557], [3.68510, 4.99948, 0.11071], [1.59953, 6.16234, -0.61864], [-0.45314, 4.84840, -0.93948], [0.57176, 1.36399, -2.14195], [1.95481, 1.66448, -2.11925], [2.71588, 0.75216, -1.95221], [2.27749, 3.05978, -2.41149], [3.39023, 3.75069, -1.70402], [3.90575, 4.87995, -2.51301], [3.15987, 5.53659, -3.43433], [1.90577, 5.00525, -3.78035], [1.52650, 3.73663, -3.33262], [1.08028, 5.68485, -4.72193], [1.44542, 6.77572, -5.14116], [0.01557, 5.16303, -5.04667], [5.22047, 5.36837, -2.20413], [5.80464, 4.84629, -1.25947], [5.67354, 6.30936, -2.83617], [4.19104, 3.07460, -1.41375], [3.53453, 6.42398, -3.92246], [0.65251, 3.28480, -3.77429]], "mulliken_spin": [0.060, 0.019, -0.052, 0.334, 0.052, -0.005, -0.005, 0.018, -0.005, 0.000, 0.003, -0.003, -0.016, 0.003, 0.003, 0.001, -0.001, 0.001, 0.000, 0.000, 0.000, 0.002, 0.007, -0.001, 0.000, 0.003, 0.000, 0.000, 0.000, 0.000, 0.000, -0.004, 0.001, -0.004, 0.000, 0.000, 0.000, 0.012, -0.074, 0.014, 0.478, 0.064, -0.004, 0.007, -0.003, 0.006, -0.004, 0.017, 0.006, 0.007, 0.001, 0.001, 0.008, 0.006, 0.032, -0.010, 0.023, -0.013, 0.027, -0.008, 0.000, 0.000, 0.001, 0.006, 0.003, 0.000, 0.000, 0.000, 0.000, 0.009, 0.000, 0.002, 0.000, 0.002, 0.017, 0.077, -0.046, 0.045, -0.004, 0.000, 0.000, 0.001, 0.251, -0.028, 0.260, -0.036, 0.234, -0.112, 0.003, 0.000, 0.000, 0.000, 0.005, -0.044, 0.005, -0.001, 0.003, 0.037, 0.061, 0.001, 0.011, -0.010, 0.076, 0.034, -0.009, 0.056, 0.023, 0.001, 0.028, 0.021, 0.003, 0.005, 0.011, 0.017, 0.000, -0.018], "e_homo_ev": [-5.782, -6.613], "lumo_ev": [-0.7, -2.4], "spin_multiplicity": 3, "orbital_gap_ev": [5.105, 4.177]}

---

# 3
{"formula": "C54H41IrN4P2SbSe4", "method": "the ωB97M-V functional and the def2-TZVPD basis", "species": ["Ir", "C", "C", "N", "C", "C", "C", "C", "C", "C", "C", "N", "C", "C", "C", "C", "C", "C", "C", "C", "N", "C", "H", "H", "H", "H", "H", "H", "H", "H", "H", "H", "H", "H", "C", "C", "C", "C", "C", "C", "P", "C", "C", "C", "C", "C", "C", "C", "C", "C", "C", "C", "C", "H", "H", "H", "H", "H", "H", "H", "H", "H", "H", "H", "H", "H", "H", "N", "P", "C", "C", "C", "C", "C", "C", "C", "C", "C", "C", "C", "C", "C", "C", "C", "C", "C", "C", "H", "H", "H", "H", "H", "H", "H", "H", "H", "H", "H", "H", "H", "H", "H", "Se", "Sb", "Se", "Se", "Se"], "coordinates": [[-0.29750, -0.80240, -0.28030], [1.83330, 3.13650, -2.78210], [1.62860, 1.84960, -2.37470], [0.41540, 1.44020, -1.86790], [-0.46000, 2.41740, -1.37620], [-0.27830, 3.75510, -1.80640], [0.82900, 4.08130, -2.62480], [-1.14890, 4.75110, -1.33680], [-2.06870, 4.45950, -0.35240], [-2.17390, 3.18350, 0.15540], [-1.42330, 2.11440, -0.37900], [-1.49750, 0.85190, 0.11080], [-2.45430, 0.46340, 1.03270], [-3.79580, 0.82580, 0.99760], [-4.70190, 0.29170, 1.90830], [-4.28910, -0.58080, 2.88550], [-2.95360, -1.01850, 2.93130], [-2.48720, -1.99350, 3.83790], [-1.22430, -2.51290, 3.66700], [-0.42760, -2.06020, 2.62650], [-0.79150, -1.07490, 1.80470], [-2.04610, -0.53700, 1.96250], [2.78330, 3.39800, -3.22750], [2.39990, 1.09480, -2.44070], [0.92910, 5.08580, -3.00880], [-1.03230, 5.75940, -1.70870], [-2.70030, 5.24150, 0.05290], [-2.81470, 2.99830, 1.00400], [-4.14990, 1.46060, 0.19650], [-5.74680, 0.54760, 1.81560], [-4.99370, -1.01350, 3.57700], [-3.14360, -2.35500, 4.61340], [-0.84290, -3.29500, 4.30580], [0.53250, -2.52310, 2.42640], [6.90950, -0.09840, 0.04030], [6.25100, 0.38950, 1.15630], [4.87040, 0.45660, 1.18180], [4.13830, 0.02710, 0.08510], [4.80730, -0.42200, -1.05230], [6.18480, -0.48640, -1.07580], [2.31540, -0.10980, 0.00520], [1.91010, 0.54250, 1.66530], [1.46270, 1.86150, 1.69520], [1.20130, 2.48130, 2.90210], [1.35250, 1.77470, 4.08590], [1.76490, 0.45190, 4.06160], [2.06140, -0.15770, 2.85740], [2.22400, -1.92780, 0.11000], [3.25320, -2.80200, 0.43820], [3.04000, -4.16520, 0.35030], [1.81450, -4.64780, -0.07910], [0.79020, -3.77610, -0.40070], [0.95860, -2.39320, -0.31060], [7.98750, -0.18890, 0.04650], [6.81680, 0.71520, 2.01940], [4.36330, 0.82410, 2.06490], [4.23110, -0.74700, -1.91090], [6.69640, -0.84070, -1.96090], [1.33060, 2.40820, 0.76680], [0.87790, 3.51480, 2.91500], [1.14860, 2.25900, 5.03220], [1.86150, -0.10320, 4.98670], [2.41260, -1.17940, 2.83920], [4.21720, -2.42070, 0.75530], [3.83010, -4.85340, 0.62410], [1.64050, -5.71140, -0.15970], [-0.15910, -4.18350, -0.73640], [0.00010, 0.11990, -2.20010], [0.04630, -0.10220, -3.82740], [1.71040, -0.03500, -4.52720], [2.26810, 1.06950, -5.18080], [3.60730, 1.07720, -5.50040], [4.42580, 0.00080, -5.16690], [3.88370, -1.09020, -4.49890], [2.54850, -1.10180, -4.16280], [-0.98290, 1.14080, -4.60240], [-0.85440, 1.49460, -5.95070], [-1.72640, 2.40640, -6.50150], [-2.76260, 2.94190, -5.74070], [-2.94030, 2.53470, -4.42460], [-2.06670, 1.63160, -3.86160], [-0.60960, -1.69910, -4.35040], [0.00250, -2.36860, -5.41640], [-0.58610, -3.48710, -5.96540], [-1.80610, -3.93920, -5.48620], [-2.45690, -3.23870, -4.48250], [-1.87750, -2.10970, -3.93720], [1.65080, 1.92880, -5.40280], [4.03740, 1.93600, -5.99810], [5.47910, 0.02360, -5.40640], [4.51790, -1.92440, -4.23040], [2.12100, -1.94000, -3.62280], [-0.08510, 1.03220, -6.55590], [-1.61550, 2.69390, -7.53890], [-3.44810, 3.65340, -6.17720], [-3.77120, 2.91210, -3.84510], [-2.21490, 1.29380, -2.84570], [0.94400, -2.01590, -5.81510], [-0.08480, -4.00370, -6.77470], [-2.26030, -4.82610, -5.89710], [-3.41340, -3.59320, -4.12570], [-2.40010, -1.55280, -3.17080], [-4.29620, -5.41170, -2.04590], [-4.12230, -3.54040, -0.37800], [-2.02930, -2.07390, -0.58080], [-6.36650, -2.39290, -0.35570], [-4.24570, -4.73210, 1.80360]], "mulliken_spin": [-0.023, -0.142, 0.442, 0.116, 0.087, -0.111, 0.492, 0.050, -0.025, 0.068, -0.026, 0.003, 0.006, -0.024, 0.010, -0.006, 0.023, -0.011, 0.003, -0.011, 0.021, -0.018, -0.011, 0.000, 0.021, -0.003, 0.001, 0.009, 0.000, 0.001, -0.001, 0.000, 0.001, -0.003, 0.001, -0.001, 0.005, -0.001, -0.014, 0.002, 0.033, -0.023, 0.013, 0.010, -0.001, 0.002, -0.010, -0.026, 0.004, 0.001, -0.003, -0.018, 0.028, 0.000, 0.000, 0.001, -0.004, 0.000, 0.000, 0.001, 0.000, 0.000, -0.001, 0.001, 0.000, 0.000, 0.001, -0.013, 0.007, 0.006, -0.030, 0.005, 0.003, 0.002, 0.033, -0.013, 0.003, -0.005, -0.001, 0.004, 0.028, -0.002, -0.002, 0.000, 0.002, 0.006, 0.002, 0.006, 0.001, 0.001, -0.001, -0.002, 0.001, 0.000, 0.000, 0.000, -0.003, 0.001, 0.000, 0.000, -0.001, 0.002, 0.077, -0.013, 0.086, -0.116, -0.012], "e_homo_ev": [-0.794, -0.822], "lumo_ev": [3.4, 3.4], "total_charge": -2, "spin_multiplicity": 2, "orbital_gap_ev": [4.205, 4.213]}

---

Per-record E_tot, Ha: -3740.0500, -6297.6382, -12934.4019
Per-record energy relative to the best compared isomer or geometry (same formula, charge and spin), kJ/mol: 0.00, 674.57, 373.51